[1]
The following is a quantum chemistry calculation of 8 unconnected molecules or ions with the total composition C35H56N2O18P, from the OMol25 dataset.

XYZ file:
```
112
Properties=species:S:1:pos:R:3:forces:R:3:lowdin_charge:R:1
C 2.951 3.860 0.415 0.2 1.9 -0.7 -0.1650
H -5.714 3.455 2.565 0.0 -0.1 0.1 0.1191
H 1.548 1.100 0.298 -0.6 -0.4 -0.2 0.0623
H 9.150 -1.780 -3.492 -0.1 0.0 0.0 0.0858
O 3.504 0.168 2.588 0.4 -2.2 2.0 0.0126
H 0.901 1.227 1.889 -0.3 0.1 0.2 0.1261
H -5.601 -5.133 1.096 0.0 0.0 0.0 0.1188
O 2.412 0.586 -3.872 -0.1 -0.1 0.1 0.0363
P 0.379 -1.455 2.505 1.4 -0.5 0.7 0.6675
O -8.892 -1.405 2.030 0.1 -0.1 -0.1 0.0316
O 3.548 1.841 1.202 0.2 -3.1 1.1 -0.1509
N 1.053 -0.764 1.115 -1.1 0.5 0.4 -0.2477
C -1.988 0.133 0.366 -0.5 0.4 -0.6 -0.1560
H -4.069 -4.567 3.672 0.1 0.0 0.0 0.1313
H 2.114 4.140 1.049 -0.2 0.1 0.0 0.1215
O 4.954 4.815 -2.345 0.3 -0.1 -0.3 0.0947
H -7.135 3.802 0.017 0.0 0.0 0.0 0.1339
C 0.271 -0.907 -0.128 0.6 -0.1 0.1 -0.2204
C 3.797 1.002 -3.817 0.3 0.0 -0.2 -0.1396
C -7.898 3.951 0.784 0.2 0.4 -0.1 -0.1218
H -6.683 5.537 1.686 0.0 -0.1 -0.1 0.1201
H -10.668 -0.656 2.769 -0.1 -0.2 -0.1 0.1229
C -7.591 2.442 2.481 0.9 0.3 0.7 -0.4447
H -0.439 -0.478 3.135 -0.2 0.0 -0.4 0.0134
C 8.250 -1.787 -5.488 0.0 0.0 0.2 -0.1481
H 3.687 3.354 1.040 -0.3 1.1 -0.4 0.0757
H 8.788 -3.371 -4.136 0.0 0.0 0.0 0.1221
H -10.665 1.256 1.234 -0.1 0.0 0.0 0.1240
H 11.077 -3.308 -4.769 0.2 0.1 -0.1 0.1218
O 3.554 3.171 -1.758 0.0 0.3 0.1 -0.0017
H 2.874 5.790 -0.618 0.1 0.2 -0.2 0.1180
O -8.261 2.664 1.321 1.1 2.1 0.1 -0.0478
C -7.376 4.748 1.971 0.1 0.0 0.1 -0.1401
H -0.213 -1.873 -0.132 -0.2 -0.4 0.1 0.1063
H 4.406 5.488 0.247 0.0 0.2 -0.1 0.1170
C 5.971 -0.776 0.532 -0.2 0.1 0.3 -0.1321
O -7.654 1.412 3.084 0.3 0.3 -0.1 0.1163
C 8.194 -1.444 0.994 -0.5 -0.2 0.2 -0.0756
H -1.809 -0.110 1.400 0.2 -0.2 0.3 0.0786
C -5.582 -4.704 2.099 0.2 0.0 0.1 -0.1462
H 1.216 -1.598 4.430 0.5 0.0 0.2 -0.0635
C -3.722 -3.232 2.047 0.1 -0.1 0.4 -0.4741
C 4.417 0.188 -2.695 0.1 -0.1 0.0 -0.1474
C 10.484 -2.467 -5.112 -0.6 -0.2 0.1 -0.0731
H -6.380 -2.882 3.007 0.1 0.0 0.0 0.1318
H -5.072 0.432 1.120 -0.2 0.1 -0.2 0.0976
H -6.827 3.873 3.899 0.2 -0.2 0.1 0.1311
H -4.829 1.060 2.790 -0.4 0.2 0.3 0.0765
C 2.973 0.856 1.757 1.0 0.8 -0.9 -0.6933
H -8.905 1.266 1.187 -1.2 -1.6 -0.3 0.0550
H -10.728 -0.768 -0.171 0.0 -0.1 -0.1 0.1263
H -3.842 -0.217 2.135 0.0 -0.3 0.1 0.0628
C 2.277 -0.632 -3.309 0.4 -0.3 0.2 -0.4926
N 1.355 -2.084 3.554 -0.6 0.1 0.0 -0.2904
C 4.146 4.372 -1.578 -0.4 0.2 0.3 -0.4826
H -0.451 -2.439 1.983 -0.1 0.3 -0.6 -0.0115
H 8.291 -0.696 -5.515 0.0 0.0 0.0 0.1259
C -8.927 -1.522 0.686 -0.3 0.2 -0.1 -0.4757
H 1.574 3.207 -1.153 -0.1 0.2 -0.2 0.1292
C -3.347 1.707 1.427 -0.4 0.8 0.8 -0.5410
C 10.079 -2.653 -6.564 0.3 0.1 0.1 -0.4951
C -6.753 3.654 2.838 -0.4 0.3 -0.3 -0.0496
H 8.760 -0.516 1.092 0.1 0.0 0.0 0.1284
O 8.786 -2.293 -6.730 0.0 0.0 0.0 0.0209
H -1.060 -0.037 -1.496 0.1 0.0 -0.4 0.1204
O -3.183 2.739 2.039 -0.1 -0.1 -0.6 0.0928
C -9.691 -0.282 2.454 -0.6 0.1 0.2 -0.1511
H 0.996 -0.957 -0.924 0.2 0.0 -0.4 0.0866
O 6.572 -1.298 -0.690 -0.2 0.0 0.1 0.0221
C -9.737 -0.389 0.086 0.0 0.3 0.5 -0.0570
H 3.847 2.061 -3.620 -0.2 0.2 0.0 0.1014
O -2.609 -2.799 1.954 -0.2 0.1 -0.2 0.0815
H -8.210 5.209 2.503 0.0 0.0 0.0 0.1169
H 4.233 0.681 -1.740 0.0 0.1 0.0 0.1059
C -6.013 -3.244 2.044 -0.2 -0.2 0.0 -0.1374
C 6.817 -1.351 1.652 0.2 0.0 0.0 -0.1427
O 8.576 -2.028 -1.346 -0.2 0.0 0.1 0.0855
H -8.774 4.404 0.325 -0.1 -0.2 0.0 0.1273
H 4.935 -1.092 0.607 0.0 0.0 -0.2 0.1191
C -9.782 0.621 1.233 -0.1 -0.9 -0.1 -0.1477
O -4.812 -2.513 1.712 0.0 -0.1 -0.1 0.0192
H 5.491 0.055 -2.800 0.0 0.0 0.0 0.1123
C 1.549 0.616 1.257 0.2 -0.1 0.4 -0.1435
H 6.006 0.313 0.507 0.0 0.0 -0.1 0.1294
O 10.768 -3.029 -7.469 -0.1 -0.1 -0.1 0.1060
H -9.248 0.007 -0.798 0.0 -0.2 -0.2 0.1232
O -2.647 1.441 0.316 0.6 -0.2 0.2 0.0015
C 9.135 -2.372 -4.399 0.2 0.1 -0.1 -0.1568
H 3.486 -1.555 -1.774 -0.1 -0.2 -0.1 0.1202
H -2.684 -0.566 -0.070 -0.3 -0.5 0.2 0.1268
H -0.348 1.165 -0.501 0.3 0.3 0.2 0.1070
O -8.399 -2.426 0.103 0.1 -0.2 -0.1 0.1006
H 11.058 -1.543 -5.027 0.1 0.0 0.0 0.1290
C 2.550 2.953 -0.733 -0.3 0.3 -0.3 -0.1499
H -3.495 -5.370 2.186 0.2 0.1 0.2 0.1244
C -0.744 0.163 -0.480 -0.4 0.0 -0.2 -0.1433
C 7.843 -1.646 -0.468 0.4 0.1 0.0 -0.4884
H -6.217 -5.314 2.737 0.0 0.1 0.0 0.1142
H -9.208 0.201 3.299 -0.1 -0.4 -0.2 0.0993
C 3.613 -1.104 -2.755 0.1 0.5 0.1 -0.0645
H 4.039 -1.829 -3.450 0.0 -0.1 0.0 0.1281
H -6.770 -3.063 1.289 0.1 0.2 0.0 0.0885
H 6.789 -0.747 2.554 -0.1 0.1 0.0 0.1211
H 6.466 -2.352 1.908 0.0 0.0 0.0 0.1216
H 4.250 0.802 -4.793 0.0 -0.1 0.0 0.1247
O 1.245 -1.238 -3.263 -0.4 0.2 -0.3 0.0965
H 7.212 -2.096 -5.395 0.0 0.0 -0.2 0.1212
C 3.602 5.033 -0.324 -0.4 -0.3 0.1 -0.0727
C -4.365 0.700 1.893 0.8 -0.3 -0.2 0.0204
H 8.780 -2.280 1.366 0.2 0.1 -0.1 0.1189
C -4.136 -4.589 2.583 -0.4 -0.1 -0.4 -0.0678
H 2.551 1.904 -0.444 0.5 0.7 -0.7 0.0735
```
Positions in Å, forces in eV/Å.

Output
- E_HOMO (eV) = -5.0
- DFT total energy (hartree) = -3172.5083
- charge = -1
- lowest unoccupied orbital energy (eV) = 1.6

***

[2]
The following is a quantum chemistry calculation of 5 unconnected molecules or ions with the total composition C35H56N2O9S4, from the OMol25 dataset.

XYZ file:
```
106
Properties=species:S:1:pos:R:3:forces:R:3:lowdin_charge:R:1
C 2.600 1.873 -1.077 -0.7 0.4 -0.6 -0.1985
H -4.622 0.232 -1.478 0.2 0.1 0.1 0.1188
H -9.328 2.819 1.051 0.1 0.0 -0.1 0.1041
C 9.357 -4.734 1.375 0.3 0.0 0.1 -0.2277
H 0.272 0.731 3.974 0.1 0.1 -0.2 0.1062
S 7.781 -5.391 0.846 0.3 0.0 0.0 0.6772
C -8.908 1.934 1.526 -0.3 0.1 0.3 -0.2197
H 1.234 7.114 4.596 -0.1 0.2 0.0 0.1067
C -6.350 1.859 2.291 0.1 0.1 0.3 -0.2386
H -3.091 2.124 -0.424 0.5 -0.1 -0.2 0.1145
H -1.787 1.598 2.977 0.2 0.0 -0.2 0.1071
C -1.867 -6.714 -2.663 -0.1 0.0 0.0 -0.2222
O -0.908 2.960 -1.457 0.4 -0.9 0.2 -0.0646
H 4.569 2.570 -1.566 -0.1 -0.2 0.0 0.1148
O -1.208 8.241 4.188 0.0 0.2 0.0 -0.3240
C -2.582 -6.482 -4.000 0.1 0.0 0.0 -0.2157
H -8.727 1.210 3.556 0.0 0.0 0.0 0.1164
O -3.232 -3.925 -1.559 0.0 0.1 0.0 -0.3174
H -0.904 -5.307 -1.275 0.0 0.2 0.0 0.1091
H 10.249 -8.003 0.997 0.0 0.0 0.0 0.1137
H -2.915 -0.276 -3.399 -0.3 -0.2 0.1 0.0910
C -1.185 -5.393 -2.323 0.1 -0.3 0.1 -0.2277
C 0.207 1.994 0.473 -0.6 0.5 -1.2 -0.1358
C -1.662 1.852 -2.066 0.1 0.5 0.2 -0.1337
C 6.029 0.556 -1.865 0.0 -0.9 0.2 -0.2151
C 3.840 1.847 -1.955 -0.4 -0.5 -0.3 -0.1447
C 4.485 0.443 -2.115 1.2 0.6 0.5 -0.1695
C 10.160 -5.965 1.783 -0.1 -0.1 0.0 -0.2214
H 9.814 -6.332 2.752 0.0 0.0 0.0 0.1198
H -0.883 4.685 1.778 0.0 0.0 -0.1 0.0960
H -7.220 3.763 2.816 0.0 0.0 0.0 0.1201
C 8.376 -7.039 0.451 0.3 -0.3 -0.1 -0.2186
H -4.624 1.813 -2.963 -0.2 0.3 0.1 0.0786
H -5.394 2.321 2.051 0.0 -0.1 -0.2 0.1035
C 1.393 1.465 1.018 0.4 0.0 -0.3 -0.2048
H -3.559 3.237 -2.907 -0.2 -0.1 0.1 0.0694
C -2.960 -0.732 -2.403 0.3 0.2 0.8 -0.0926
C -4.097 2.501 -2.294 1.1 -0.1 0.5 -0.0442
O 0.196 9.100 2.286 -0.1 0.2 0.2 -0.3266
H -0.284 5.255 4.096 0.0 0.0 0.0 0.1184
H -3.504 -1.692 -2.397 0.1 0.8 -0.2 0.0525
H -3.267 -7.295 -4.238 0.0 0.0 0.0 0.1132
C -3.343 -0.423 0.091 -0.3 0.2 -1.1 -0.0505
C 6.534 -0.759 -1.404 0.0 0.3 -0.3 -0.1494
C 9.888 -7.018 0.702 0.1 0.0 0.0 -0.2150
H -2.304 -0.347 0.432 -0.2 -0.1 0.0 0.0648
H 4.115 -0.285 -1.387 -0.2 0.2 -0.2 0.1038
S -7.297 1.627 0.790 0.1 -0.1 0.3 0.6513
H 9.203 -4.027 2.187 -0.2 0.0 -0.1 0.1101
H -4.334 -5.277 -3.505 0.0 0.1 0.1 0.1054
H -6.908 2.722 4.207 0.0 0.0 0.0 0.1146
O -7.206 0.249 0.383 0.0 0.1 -0.3 -0.3219
O -1.762 -3.072 -3.422 0.1 0.0 0.0 -0.3248
O 7.374 -4.724 -0.369 -0.2 -0.3 0.2 -0.3497
H -0.319 -5.222 -2.961 0.0 0.1 0.0 0.1084
H -9.549 1.075 1.344 0.1 0.0 -0.2 0.1017
H 10.410 -6.739 -0.217 0.0 0.0 0.0 0.1172
H 8.136 -7.264 -0.586 -0.1 0.1 0.0 0.1025
H -1.843 -6.430 -4.802 0.0 0.0 0.0 0.1165
S -0.350 8.010 3.054 0.1 -0.2 -0.2 0.6605
C -0.284 5.577 1.958 0.1 0.0 0.0 -0.2147
S -2.407 -4.147 -2.719 0.3 -0.5 -0.2 0.6640
H -9.407 2.828 3.447 0.0 0.0 0.0 0.1132
H -1.925 -0.985 -2.132 -0.2 0.0 -0.2 0.0696
H 6.249 1.291 -1.081 -0.1 0.0 -0.2 0.1051
C -7.242 2.729 3.170 -0.1 0.0 0.0 -0.2220
H -2.598 -6.966 -1.891 0.0 0.0 0.0 0.1191
C 2.567 1.419 0.213 0.4 -0.2 0.2 0.0189
H -1.039 0.953 -2.032 -0.2 0.1 0.2 0.1182
C -1.153 6.841 1.952 -0.1 -0.4 -0.2 -0.2158
C 0.978 6.922 3.557 0.2 -0.3 0.1 -0.2331
H -3.645 -1.472 -0.024 0.2 0.1 0.4 0.0720
C 0.312 1.086 2.943 -0.1 -0.1 -0.1 -0.1156
C -0.886 1.597 2.358 -0.6 0.1 0.2 -0.1242
H 1.834 7.129 2.915 0.0 0.1 0.0 0.1076
H 6.541 0.867 -2.784 0.0 0.0 0.2 0.1121
H -1.148 -7.530 -2.724 0.0 0.0 0.0 0.1146
C -8.658 2.161 3.022 0.0 0.0 0.0 -0.2155
H 6.774 -2.898 -0.699 0.5 0.6 -0.2 -0.0047
N -1.001 2.062 1.133 1.7 -0.6 0.9 0.1588
C 6.813 -1.867 -1.029 -0.7 -0.2 0.1 0.1045
H -4.759 3.054 -1.622 -0.3 -0.3 -0.4 0.0592
H 4.365 0.035 -3.123 -0.3 0.0 0.2 0.1127
H -4.024 0.060 0.804 0.3 0.0 0.0 0.0599
C 0.431 5.519 3.313 -0.1 0.0 0.0 -0.2238
C -3.048 1.691 -1.428 -1.1 0.0 -0.9 -0.2895
O 6.909 -5.474 1.987 -0.2 0.1 -0.1 -0.3097
H 7.867 -7.741 1.109 -0.1 0.1 0.0 0.1048
H -1.763 2.131 -3.125 0.0 -0.2 0.2 0.1255
H -6.194 0.877 2.737 0.0 0.0 -0.1 0.1078
H 3.556 2.198 -2.956 0.0 0.1 0.3 0.1078
H -3.364 -4.625 -4.850 0.0 0.1 0.1 0.1036
H 11.222 -5.738 1.869 0.0 0.0 0.0 0.1154
H -1.228 7.281 0.961 0.0 0.1 0.1 0.1038
H 1.365 2.780 -2.667 0.0 -0.1 0.2 0.1300
C -3.327 -5.146 -3.896 -0.2 -0.3 -0.2 -0.2152
H 0.456 5.640 1.156 0.0 0.0 0.0 0.1204
C -3.531 0.208 -1.326 -0.3 0.0 0.4 -0.3731
N 1.448 0.991 2.299 -0.6 0.3 -0.1 0.1330
O -6.985 2.708 -0.109 0.0 -0.1 -0.2 -0.3175
C 1.393 2.412 -1.644 0.3 -0.3 0.9 0.0572
H -2.149 6.645 2.346 0.0 0.1 0.1 0.1040
H 9.810 -4.231 0.521 -0.1 0.0 0.0 0.1109
H 1.228 4.775 3.319 0.0 0.0 0.0 0.1127
C 0.251 2.464 -0.888 -0.4 0.4 -0.3 -0.2324
H 3.458 0.981 0.667 -0.2 0.1 0.0 0.1266
```
Positions in Å, forces in eV/Å.

Output
- relative energy (zero: lowest compared OMol25 entry of this formula, charge and spin) (kcal/mol) = 3.3
- E_HOMO (eV) = -8.6
- SMILES = C#CCCCc1cc(OC[C@@H](C)C(C)C)c2nccnc2c1.O=S1(=O)CCCC1.O=S1(=O)CCCC1.O=S1(=O)CCCC1.O=S1(=O)CCCC1
- DFT total energy (hartree) = -3746.5193
- charge = 0
- lowest unoccupied orbital energy (eV) = -0.2

***

[3]
The following is a quantum chemistry calculation of a molecular structure, C35H57BiNO5P, from the OMol25 dataset.

XYZ file:
```
100
Properties=species:S:1:pos:R:3:forces:R:3:lowdin_charge:R:1
C 2.605 0.712 -1.209 -0.2 0.4 0.2 -0.2046
C -1.200 -0.342 -4.171 0.1 0.0 -0.1 -0.2337
C -0.662 -1.200 -5.294 -0.6 0.5 -0.6 -0.0683
H 2.474 -2.156 0.516 -0.3 0.6 -0.3 0.0850
H 0.083 3.632 6.390 0.4 -0.2 -0.1 0.0343
H 2.179 2.055 2.915 0.1 0.1 0.2 0.0472
N -0.205 0.983 2.875 0.0 0.3 2.1 -0.5493
C 3.037 0.248 -8.167 0.0 0.2 -0.1 -0.0378
H 3.729 0.668 -7.411 -0.3 -0.4 -0.4 0.1042
C 0.631 4.256 3.630 0.3 0.0 0.0 -0.1413
C -1.791 -1.135 1.062 0.1 -1.0 -0.5 -0.3973
H -3.159 0.727 3.498 0.1 0.0 0.0 0.0680
H 1.424 -0.412 4.277 -0.1 0.1 0.2 0.0661
C -0.649 -2.702 -0.208 -0.8 1.0 1.1 -0.1733
H -0.164 -2.849 -6.945 0.2 0.2 -0.5 0.0840
Bi -0.193 0.885 0.916 -0.6 0.3 -3.6 1.5264
H 1.517 2.542 6.520 -0.2 0.3 -0.2 0.0527
H -1.015 4.024 -2.953 0.0 0.2 0.1 0.0789
C 2.361 1.194 0.095 0.8 -0.3 0.2 -0.3474
O -1.347 0.674 -8.127 -0.9 0.8 -1.2 0.1511
O 1.673 0.395 -7.726 0.6 0.1 -0.2 -0.0362
H -2.109 2.716 1.992 0.0 0.1 0.1 -0.0036
H -1.016 -1.766 5.493 0.0 0.2 -0.1 0.0819
C 0.933 2.986 4.444 -1.1 -0.2 1.0 -0.5980
H 2.723 1.335 -2.102 -0.1 -0.2 0.3 0.0724
H -0.600 -0.204 7.436 -0.1 0.3 0.0 0.0692
C -0.089 -0.168 -6.292 0.6 -0.1 -1.2 -0.2311
H -3.358 -0.724 -0.512 0.5 -0.2 0.1 0.0757
H 0.028 -1.182 -2.547 -0.8 1.6 0.1 0.1313
H -2.048 -2.584 -1.961 0.1 0.3 0.5 0.0737
C -1.444 1.113 -4.776 0.3 -1.3 0.6 -0.1931
H 1.693 4.234 5.988 0.0 -0.2 0.3 0.0598
H 2.389 2.238 0.421 0.0 -0.4 -0.1 0.0558
H 1.086 -1.276 5.795 0.0 0.4 -0.1 0.0819
H -3.295 3.889 5.379 0.1 0.1 0.1 0.0559
H -3.445 3.150 -3.566 0.3 0.1 -0.3 0.0908
C -2.332 3.332 2.869 -0.1 0.1 -0.1 -0.1393
H 3.082 0.830 -9.095 0.1 -0.2 0.3 0.0912
C -1.267 -0.860 4.916 -0.2 -0.3 -0.1 -0.1016
H -1.498 -1.737 -5.741 0.1 -0.3 -0.2 0.1238
C 1.092 -0.280 5.314 0.1 -0.3 0.2 -0.1028
H 2.198 0.039 2.061 0.0 0.0 -0.5 0.0522
C -2.159 2.562 4.175 0.9 0.0 0.9 -0.6194
H -2.127 2.991 6.330 0.0 0.1 -0.1 0.0305
C -0.260 1.260 -5.691 0.4 -0.4 -0.6 -0.0633
H 0.046 -2.194 1.859 0.1 0.1 0.0 0.0712
C 0.038 -2.628 -8.004 -0.3 0.7 0.0 -0.0227
H 3.270 -0.818 -8.358 -0.1 0.6 0.2 0.0960
H 1.529 4.883 3.710 -0.1 0.0 0.0 0.0722
C -0.338 0.269 5.369 -0.4 0.8 1.2 -0.6186
C 2.421 -1.122 0.144 0.3 0.0 0.7 -0.2025
H 0.659 1.523 -5.148 -0.4 0.0 0.0 0.1367
O -0.760 0.910 -2.415 -0.2 1.4 0.1 -0.2136
C -3.257 1.508 4.253 -0.5 0.1 0.1 -0.1248
C 1.356 -0.375 -6.667 0.2 0.4 0.3 -0.4919
C -2.443 -1.258 -0.221 -0.4 0.1 1.0 -0.2206
H -2.370 1.055 -5.351 -0.1 0.3 -0.1 0.1561
H -4.209 2.018 4.070 0.0 0.0 0.0 0.0759
H -0.424 1.967 -6.501 0.1 0.1 0.1 0.1256
H 0.488 4.036 2.563 -0.1 0.0 0.2 0.0667
C -0.598 3.228 -3.563 0.7 0.7 0.5 -0.0393
H 1.112 -2.646 -8.210 -0.2 0.0 0.1 0.0899
C 2.643 -0.701 -1.166 0.1 0.0 -0.2 -0.1878
H 0.321 2.905 -3.061 -0.2 0.0 -0.1 0.0980
H 2.645 1.620 4.587 -0.1 0.1 -0.2 0.0566
H -2.325 -0.659 5.105 0.3 0.0 0.0 0.0553
H 0.050 -3.454 -0.525 0.2 -0.1 -0.1 0.0627
H -1.600 4.359 5.318 -0.1 -0.1 0.0 0.0359
C -0.716 -0.226 -7.697 0.1 -1.3 1.3 -0.4471
H 2.858 -1.347 -2.026 -0.2 0.2 0.4 0.0806
H -0.292 3.651 -4.519 -0.3 -0.1 -0.3 0.0817
H -0.213 4.835 4.025 0.3 -0.2 -0.2 0.0466
C -1.775 -2.222 -0.955 0.5 -0.5 -0.5 -0.2136
H -2.845 2.517 -2.047 0.0 0.0 0.2 0.0891
C -2.269 3.499 5.372 -1.0 0.3 0.1 -0.2602
H -1.742 1.033 6.892 0.3 -0.1 -0.1 0.0456
C -0.648 -2.041 1.046 -1.5 -0.4 -1.0 -0.2467
H -0.033 1.455 7.208 -0.3 -0.2 -0.1 0.0356
H -3.526 1.424 -3.254 0.0 -0.1 0.1 0.0864
H -1.724 4.235 2.815 -0.1 -0.2 0.0 0.0462
H -3.380 3.645 2.805 0.0 0.0 0.0 0.0745
C 2.261 2.417 3.944 0.0 0.1 0.1 -0.0969
H 0.116 -1.889 -4.963 -0.1 0.0 0.0 0.1274
H -2.202 -0.648 1.950 0.1 -0.2 -0.4 0.0329
C -2.910 2.311 -3.115 -0.6 -0.2 0.8 -0.0438
H 1.811 0.340 5.865 -0.2 -0.1 -0.1 0.0588
P -0.480 1.722 4.220 1.2 -0.9 -2.9 0.8748
C 2.208 0.031 0.964 1.1 0.0 -0.5 -0.3761
H 2.990 3.239 3.987 0.0 -0.1 -0.1 0.0822
H 0.883 0.058 -3.482 -0.7 0.0 0.1 0.1161
O -0.515 -1.351 -8.451 -0.3 -0.2 0.1 -0.0294
H -0.475 -3.355 -8.636 0.1 0.0 0.1 0.0905
C -0.141 -0.193 -3.088 -1.0 1.2 -0.6 -0.2097
H -3.344 1.059 5.245 0.1 0.0 -0.1 0.0569
H -2.136 -0.716 -3.714 0.6 0.0 -0.1 0.1481
C -0.703 0.690 6.796 0.1 -0.7 0.6 -0.2001
C -1.549 2.098 -3.636 2.0 -3.6 1.1 -0.3046
C 1.043 3.346 5.935 0.5 0.6 -0.1 -0.2201
O 2.155 -1.089 -6.146 0.5 -0.7 0.5 0.1415
H -1.131 -1.074 3.851 0.0 0.0 0.2 0.0531
```
Positions in Å, forces in eV/Å.

Output
- E_HOMO (spin up / spin down) (eV) = 0.8 / 2.5
- DFT total energy (hartree) = -2354.4987
- charge = -2
- lowest unoccupied orbital energy (spin up / spin down) (eV) = 3.3 / 3.4